Formula: C27H22NO3
Source: the Open Molecules 2025 dataset
Level of theory: the ωB97M-V functional and the def2-TZVPD basis

Structure (XYZ):
```
53
Properties=species:S:1:pos:R:3:forces:R:3
C 0.6768 -3.4431 -1.4037 0.114 0.322 -0.987
C -0.2358 -3.5138 -0.2706 -0.738 -0.183 1.273
N 0.0330 -4.5266 0.5831 0.723 0.673 -0.989
O -0.7209 -4.8805 1.5235 -0.143 0.020 0.099
O 1.1622 -5.0879 0.3534 -0.356 -0.536 1.033
H 0.2854 -2.7380 -2.1487 0.097 -0.117 -0.036
H 1.7003 -3.1311 -1.1310 -0.217 -0.206 -0.118
H 0.7151 -4.4700 -1.8048 0.445 0.418 -0.371
H -1.2409 -3.0962 -0.2840 0.285 -0.223 0.162
C 4.2262 2.0720 -4.4828 -0.249 0.004 0.305
C 3.8865 0.7505 -4.1926 -0.074 0.069 0.385
C 3.0235 0.4580 -3.1316 -0.266 0.088 0.056
C 2.4062 1.4836 -2.3828 0.407 -0.169 -0.505
C 1.4317 1.1207 -1.3148 -0.354 -0.457 0.546
C 1.5754 0.0000 -0.5298 0.664 0.788 -0.183
C 0.6621 -0.3579 0.5300 0.441 -0.728 0.600
C 0.9922 -1.3907 1.4218 -0.438 1.390 -1.179
C 0.1974 -1.7420 2.5876 -1.362 -0.563 0.952
C -1.1985 -1.9708 2.4385 0.329 0.229 0.261
C -2.0086 -2.2726 3.5326 0.294 0.169 0.231
C -1.4629 -2.3087 4.8242 0.407 0.092 -0.532
C -0.0877 -2.0743 4.9952 -0.324 -0.098 -0.026
C 0.7401 -1.8495 3.8948 -0.268 0.302 -0.709
C -0.5231 0.4515 0.6496 -0.259 0.950 0.168
C -0.7911 1.5355 -0.1508 0.480 -0.644 0.270
C -2.0729 2.2747 -0.0268 -0.655 0.105 0.217
C -3.2602 1.5530 0.2331 0.252 0.075 -0.166
C -4.4908 2.1981 0.3584 0.230 0.313 0.081
C -4.5624 3.5957 0.3046 0.394 -0.112 -0.013
C -3.3891 4.3322 0.0768 -0.219 -0.596 -0.021
C -2.1736 3.6751 -0.1358 0.018 0.027 0.122
C 0.2090 1.9657 -1.1596 -0.196 0.027 -0.923
O 0.0023 2.9352 -1.9073 0.172 -0.616 0.783
C 2.7282 2.8150 -2.7244 -0.076 0.016 0.195
C 3.6512 3.1035 -3.7327 -0.115 -0.476 0.100
H 4.9284 2.2968 -5.2806 -0.116 -0.027 0.064
H 4.2917 -0.0661 -4.7847 0.014 0.127 0.104
H 2.7730 -0.5874 -2.8934 0.126 0.543 -0.239
H 2.4949 -0.5973 -0.6064 -0.432 0.186 -0.107
H 1.9757 -1.8398 1.3261 -0.052 -0.119 -0.103
H -1.6467 -1.8779 1.4454 0.287 -0.301 0.423
H -3.0759 -2.4558 3.3770 0.414 0.024 0.060
H -2.0967 -2.5254 5.6842 0.177 0.081 -0.202
H 0.3273 -2.0538 6.0086 -0.066 -0.123 -0.433
H 1.8066 -1.6627 4.0299 -0.244 -0.123 0.043
H -1.1784 0.2689 1.5047 0.087 -0.026 -0.434
H -3.2076 0.4589 0.3050 -0.054 0.484 -0.091
H -5.3939 1.6094 0.5083 0.170 0.111 0.019
H -5.5191 4.1047 0.4428 0.299 -0.154 -0.066
H -3.4275 5.4195 0.0609 0.025 -0.192 -0.094
H -1.2874 4.2606 -0.3832 -0.252 -0.252 0.155
H 2.2371 3.6415 -2.2011 0.255 -0.439 -0.170
H 3.9125 4.1391 -3.9362 -0.082 -0.151 -0.008
```
Positions in Å, forces in eV/Å.

As for the charge: -1. The calculation puts the largest force on an atom at 0.036 Eh/bohr. As for the multiplicity: 1. The highest occupied orbital energy is -3.51 eV.

=====

Formula: C20H69N5O12
Source: the Open Molecules 2025 dataset
Level of theory: the ωB97M-V functional and the def2-TZVPD basis

Structure (XYZ):
```
106
Properties=species:S:1:pos:R:3:forces:R:3
C -5.7487 -1.8768 -5.4607 0.062 -0.628 0.616
O -4.9650 -1.2788 -4.4520 0.013 -0.205 -0.177
C -5.4033 0.0116 -4.1237 -0.010 0.848 -0.003
C -4.7130 0.4663 -2.8638 0.580 -0.444 0.982
C -3.1921 0.4677 -3.0178 0.082 -0.115 -0.374
N -5.1306 -0.4620 -1.7746 0.599 0.009 -0.473
H -5.4655 -2.9310 -5.4871 0.116 0.094 -0.161
H -5.5786 -1.4332 -6.4431 -0.159 0.168 -0.023
H -6.8012 -1.8601 -5.1571 -0.082 0.228 -0.338
H -5.1545 0.7265 -4.9234 -0.181 -0.126 -0.118
H -6.4834 0.0293 -3.9357 -0.039 -0.085 -0.173
H -5.0018 1.4903 -2.6185 -0.356 -0.091 -0.037
H -2.7025 0.5635 -2.0479 -0.027 0.204 0.019
H -2.8670 1.2766 -3.6797 0.082 0.000 0.082
H -2.8507 -0.4761 -3.4504 -0.024 0.028 0.004
H -4.4712 -0.3691 -1.0013 -0.214 0.229 0.120
H -4.8548 -1.3688 -2.1565 -0.404 -0.135 0.165
C -3.6023 4.5922 -2.9811 0.265 -0.331 0.399
O -4.2625 3.8026 -2.0146 -0.453 0.054 -0.231
C -3.4218 3.5085 -0.9296 0.170 1.049 0.323
C -4.2088 2.9631 0.2468 -0.309 -1.538 0.367
C -5.6749 3.3730 0.2771 -0.348 0.396 -0.762
N -3.5092 3.2333 1.5302 -0.409 0.415 -0.632
H -4.3164 4.8596 -3.7519 -0.042 -0.032 -0.079
H -2.7645 4.0214 -3.4019 -0.022 0.158 -0.192
H -3.1997 5.4953 -2.5066 -0.027 0.066 -0.139
H -2.6209 2.8437 -1.2708 0.091 -0.057 0.301
H -2.9732 4.4575 -0.5751 0.175 -0.175 -0.151
H -4.2293 1.8677 0.1605 0.164 0.064 0.018
H -6.2373 2.8318 -0.4888 0.092 -0.018 0.042
H -5.8246 4.4292 0.0313 0.122 0.032 0.246
H -6.1505 3.1547 1.2321 0.182 -0.037 0.126
H -3.7515 4.1981 1.7611 0.134 -0.039 0.176
H -4.0099 2.6693 2.2112 0.283 0.006 0.200
C -0.5426 -2.8350 -1.0689 0.330 -0.319 -0.169
O -0.0746 -2.1014 0.0320 0.363 -0.230 0.292
C -0.1727 -0.7114 -0.1107 -0.677 0.556 -0.514
C -0.0345 -0.0643 1.2486 0.021 -0.316 0.931
C -0.0387 1.4451 1.2353 0.539 0.525 -1.135
N 1.1283 -0.6311 1.9688 -0.097 -0.235 -0.370
H -1.5239 -2.4700 -1.3855 -0.054 -0.162 -0.013
H -0.5759 -3.8791 -0.7556 -0.327 0.073 0.105
H 0.1533 -2.8194 -1.9215 -0.057 0.391 0.048
H 0.6002 -0.3018 -0.7808 0.055 -0.204 -0.049
H -1.1605 -0.4939 -0.5448 0.114 0.237 0.064
H -0.8935 -0.3262 1.8806 -0.064 -0.356 -0.385
H 0.7164 1.8429 0.5390 0.100 -0.162 0.162
H 0.1760 1.8951 2.2033 -0.172 -0.152 0.130
H -0.9784 1.8360 0.8385 -0.152 -0.085 0.316
H 1.0629 -1.6379 1.8052 -0.177 -0.022 0.511
H 1.9861 -0.4680 1.4432 -0.099 0.541 0.043
C 3.6233 -3.3851 0.4187 1.082 -0.711 -0.887
O 3.2199 -2.8356 1.6334 -0.779 0.357 0.058
C 4.1209 -3.1436 2.6669 0.606 -0.567 -0.376
C 3.7272 -2.5300 3.9866 0.317 -0.030 0.261
C 3.9150 -1.0345 3.9487 0.177 1.139 -0.599
N 4.5753 -3.1662 5.0175 0.432 0.265 0.141
H 4.6799 -3.1360 0.2246 -0.118 0.064 -0.029
H 3.0552 -3.0481 -0.4459 -0.381 0.450 0.408
H 3.5842 -4.4882 0.3996 -0.104 0.080 0.320
H 4.2181 -4.2380 2.7423 -0.164 0.034 0.239
H 5.1304 -2.7904 2.3825 -0.111 0.115 0.069
H 2.6778 -2.7566 4.1858 0.001 -0.087 0.032
H 3.4919 -0.6065 3.0382 -0.217 -0.118 0.063
H 4.9721 -0.7389 3.9141 0.040 -0.353 0.130
H 3.4591 -0.4728 4.7650 -0.090 -0.338 0.183
H 4.8608 -2.4482 5.6808 -0.453 -0.107 0.207
H 5.4862 -3.3959 4.6181 -0.242 -0.232 -0.235
C 4.1170 0.9795 0.2027 -0.617 -0.203 0.002
O 4.8993 0.5925 -0.9104 0.397 0.091 0.438
C 5.5868 1.7027 -1.4890 -0.291 -0.751 -0.165
C 6.2403 1.2353 -2.7642 1.043 -0.363 -0.102
C 7.2449 0.0813 -2.5486 -0.478 -0.058 -0.616
N 6.8740 2.4076 -3.4008 -0.092 -0.433 0.029
H 4.6486 1.6348 0.8952 0.030 0.192 -0.185
H 3.8184 0.0980 0.7715 0.281 -0.209 -0.190
H 3.1866 1.4225 -0.1726 0.113 0.371 0.267
H 4.8704 2.4861 -1.7487 0.138 0.242 0.304
H 6.3547 2.0130 -0.7719 -0.107 0.434 -0.030
H 5.4827 0.8168 -3.4308 -0.236 0.402 -0.007
H 6.8169 -0.7093 -1.9314 0.150 0.095 0.205
H 8.2166 0.4140 -2.1843 -0.103 0.061 0.312
H 7.4149 -0.3685 -3.5331 0.163 0.002 0.082
H 7.5899 2.7572 -2.7679 -0.081 0.073 0.026
H 7.4008 2.0698 -4.2017 -0.137 0.152 -0.099
O 3.0257 -0.9189 -2.1619 -0.097 -0.097 0.123
H 3.4487 -1.5194 -2.7808 0.015 0.004 -0.028
H 3.7545 -0.4816 -1.6810 -0.051 -0.044 -0.364
O -1.9988 -3.4083 2.9576 -0.059 -0.046 0.049
H -1.9797 -2.4952 2.6555 -0.066 -0.009 -0.140
H -1.2506 -3.8124 2.4960 0.076 0.107 0.063
O -3.1915 -1.2022 1.0610 -0.011 0.123 -0.103
H -3.0533 -0.7248 1.9004 -0.237 0.039 -0.097
H -3.8817 -1.8424 1.2606 0.046 -0.090 -0.017
O -2.9338 0.1059 3.4834 -0.143 0.247 0.124
H -2.1038 -0.0030 3.9818 0.244 -0.110 0.142
H -3.6264 0.0420 4.1472 -0.093 -0.108 -0.050
O 0.4917 -4.5196 2.0229 0.024 -0.257 -0.080
H 1.3760 -4.3094 1.7034 0.026 0.262 0.035
H 0.5166 -5.4499 2.2654 0.031 -0.018 0.046
O -1.5719 4.0305 3.7208 0.093 0.077 -0.001
H -1.6993 3.2083 4.2008 -0.075 -0.044 -0.016
H -1.8862 3.8326 2.8265 -0.028 -0.175 -0.048
O -0.3870 -0.1232 4.6145 -0.488 0.209 -0.044
H -0.2292 0.7907 4.8720 0.174 0.009 0.056
H -0.0666 -0.1751 3.6999 0.698 -0.214 0.004
```
Positions in Å, forces in eV/Å.

As for the charge: 0. The calculation puts the largest force on an atom at 0.031 Eh/bohr. As for the SMILES: COC[C@H](C)N.COC[C@H](C)N.COC[C@H](C)N.COC[C@H](C)N.COC[C@H](C)N.O.O.O.O.O.O.O. As for the multiplicity: 1. The highest occupied orbital energy is -9.00 eV. The calculation puts the relative energy (zero: lowest compared OMol25 entry of this formula, charge and spin) at 2.8 kcal/mol.

=====

Formula: C40H43N2OS2
Source: the Open Molecules 2025 dataset
Level of theory: the ωB97M-V functional and the def2-TZVPD basis

Structure (XYZ):
```
88
Properties=species:S:1:pos:R:3:forces:R:3
C -4.5885 1.4024 -4.6592 -0.100 0.304 -0.159
C -3.3887 1.4677 -3.7621 0.100 0.045 0.187
C -2.0983 1.5785 -4.2934 0.351 0.065 0.295
C -0.9490 1.6357 -3.4923 -0.220 -0.174 0.009
C 0.3675 1.9710 -4.1050 0.201 -0.170 -0.498
C -1.0833 1.2911 -2.1468 -1.327 0.414 -0.016
N 0.0372 1.2824 -1.2224 1.622 -0.256 0.827
C 0.8306 0.2288 -0.8076 1.301 2.365 -1.300
C 0.4978 -1.1586 -0.5739 -0.024 -3.903 0.042
C -0.9666 -1.5624 -0.3549 1.461 -2.231 -1.128
C -1.3755 -2.1213 -1.7315 -0.009 0.087 -0.358
C -1.2519 -2.5658 0.7414 -0.232 -0.119 0.133
C -0.4802 -2.6333 1.8970 0.007 -0.631 0.125
C -0.8437 -3.4868 2.9589 -0.136 -0.018 -0.468
C -2.0637 -4.1661 2.9283 0.219 0.122 -0.689
C -2.8078 -4.1862 1.7334 0.317 0.139 -0.254
C -2.3606 -3.4495 0.6325 0.001 0.408 0.010
O 1.3711 -2.0404 -0.5949 -1.526 2.078 0.006
N 2.0767 0.7263 -0.5094 -1.817 1.332 0.088
C 3.3567 0.0839 -0.6773 1.052 -0.937 0.889
C 3.7797 -0.9411 0.1918 0.328 0.027 -0.285
C 3.0938 -1.3435 1.4624 -0.205 -0.222 0.292
C 4.9587 -1.6259 -0.1214 -0.194 0.437 -0.310
C 5.7678 -1.2299 -1.1817 -0.073 -0.024 0.204
C 7.0412 -1.9542 -1.4882 0.199 -0.025 0.014
C 5.3974 -0.1201 -1.9333 -0.356 -0.002 0.084
C 4.1819 0.5306 -1.7257 -0.053 -0.334 0.143
C 3.8252 1.6518 -2.6491 0.290 0.305 -0.542
C 1.9522 2.1228 -0.4574 0.848 -1.054 0.018
C 0.7371 2.4603 -0.9044 -1.093 -0.681 -0.327
C -2.3720 1.0538 -1.6333 0.261 -1.043 0.314
C -2.4469 0.3999 -0.3613 -1.554 3.804 -0.376
C -3.5266 1.3511 -2.3929 0.499 -0.551 -0.067
H -5.5163 1.4531 -4.0805 0.160 -0.041 -0.154
H -4.5769 2.2261 -5.3785 -0.078 -0.093 0.038
H -4.5817 0.4686 -5.2345 -0.015 0.143 0.152
H -1.9869 1.6271 -5.3667 0.094 0.248 -0.100
H 0.9062 2.7727 -3.5877 -0.127 -0.175 -0.033
H 1.0054 1.0796 -4.1500 0.025 0.181 0.036
H 0.1789 2.2928 -5.1297 0.254 0.030 0.038
H -0.8495 -3.0733 -1.9068 -0.265 0.269 0.084
H -2.4655 -2.2735 -1.7784 0.454 0.167 -0.118
H -1.0829 -1.4353 -2.5419 -0.222 -0.143 0.174
H 0.4218 -2.0213 1.9465 -0.221 -0.300 0.216
H -0.1817 -3.6262 3.8161 -0.276 0.258 -0.310
H -2.4172 -4.7074 3.7989 0.144 -0.109 -0.123
H -3.7006 -4.8182 1.6347 0.436 0.368 0.118
H -2.8588 -3.5318 -0.3429 -0.019 -0.007 0.751
H 3.8192 -1.3336 2.2933 -0.239 0.125 -0.295
H 2.2685 -0.6780 1.7342 0.200 -0.222 -0.123
H 2.7135 -2.3782 1.4006 0.090 0.446 -0.068
H 5.2386 -2.4862 0.4850 0.020 0.243 -0.029
H 7.8602 -1.2365 -1.6161 -0.085 -0.214 0.037
H 7.2860 -2.6394 -0.6743 0.108 0.040 -0.160
H 6.9562 -2.5297 -2.4160 0.000 0.062 0.125
H 6.0537 0.2341 -2.7290 -0.179 -0.096 0.163
H 4.6762 1.8087 -3.3188 -0.194 0.072 0.057
H 2.9649 1.4403 -3.2922 0.031 -0.033 0.262
H 3.6496 2.5963 -2.1332 0.008 -0.063 -0.138
H 2.7860 2.7204 -0.1269 -0.117 -0.003 -0.052
H 0.2523 3.4177 -0.9761 0.045 -0.003 -0.250
H -3.4519 0.1649 0.0109 0.765 -0.312 0.114
H -1.6413 -0.6218 -0.2300 0.418 -1.115 0.008
H -1.7583 0.9327 0.3182 -1.163 -0.207 -0.471
H -4.5041 1.3765 -1.9111 0.199 -0.375 -0.144
C 1.1808 -0.7693 4.8972 -0.031 -0.303 -0.349
C 1.5795 0.2381 4.0092 0.118 -0.016 0.332
C 0.6864 0.7363 3.0708 0.141 -0.158 0.069
C -0.6205 0.2303 2.9953 0.189 0.170 0.118
C -1.5830 0.8350 2.0640 -0.269 0.459 3.106
S -3.2384 0.3630 2.3191 0.108 0.710 -0.266
C -4.0182 1.8212 3.0761 -0.520 -0.663 0.201
C -3.6930 3.2049 2.5504 -0.029 0.795 -0.425
C -2.7495 3.2220 1.3500 0.318 0.732 0.238
S -1.1813 2.5441 1.9275 -0.461 -0.386 -0.836
C -1.0402 -0.7116 3.9357 0.324 -0.484 0.526
C -0.1375 -1.2500 4.8459 0.350 0.480 -0.040
H 1.9054 -1.2336 5.5746 -0.320 0.355 -0.159
H 2.5972 0.6439 4.0460 -0.416 -0.221 0.045
H 0.9856 1.5628 2.4178 0.093 -0.455 0.135
H -5.0730 1.5841 2.9014 0.090 0.124 0.312
H -3.7959 1.7313 4.1398 -0.171 0.139 -0.018
H -4.6108 3.7344 2.2752 -0.012 -0.127 0.052
H -3.2313 3.7908 3.3519 -0.032 -0.076 -0.152
H -3.1355 2.7230 0.4538 0.181 0.162 0.353
H -2.4410 4.2552 1.1016 -0.538 -0.365 -0.033
H -2.0718 -1.0647 3.9152 0.473 0.072 0.100
H -0.4469 -2.0660 5.4982 0.029 0.363 -0.016
```
Positions in Å, forces in eV/Å.

As for the charge: +1. The calculation puts the largest force on an atom at 0.080 Eh/bohr. As for the multiplicity: 1. The highest occupied orbital energy is -8.42 eV. The calculation puts the relative energy (zero: lowest compared OMol25 entry of this formula, charge and spin) at 24.7 kcal/mol.

=====

Formula: C2H7NO2
Source: the Open Molecules 2025 dataset
Level of theory: the ωB97M-V functional and the def2-TZVPD basis

Structure (XYZ):
```
12
Properties=species:S:1:pos:R:3:forces:R:3
C -0.6954 0.1398 0.1516 0.168 -0.679 0.076
N 0.1101 0.1250 1.3587 -0.178 0.448 -0.275
C 0.6668 1.2541 1.8906 0.209 -0.632 -0.167
O 1.3618 1.2731 2.8784 -0.062 0.062 0.126
H -1.6346 -0.4036 0.2961 -0.196 0.600 0.209
H -0.2333 -0.4056 -0.6711 0.429 0.211 -0.066
H -0.8186 1.1736 -0.1550 -0.373 -0.032 -0.074
H 0.2616 -0.7563 1.8218 0.149 0.147 0.177
H 0.4638 2.1617 1.2933 -0.155 -0.082 0.028
O 0.4626 -1.3767 -3.1536 -0.253 0.468 -0.825
H -0.4742 -1.3738 -3.3961 0.315 -0.085 0.178
H 0.5295 -1.8114 -2.3147 -0.052 -0.425 0.614
```
Positions in Å, forces in eV/Å.

As for the charge: 0. The calculation puts the largest force on an atom at 0.019 Eh/bohr. As for the SMILES: CNC=O.O. As for the multiplicity: 1. The highest occupied orbital energy is -9.82 eV. The calculation puts the relative energy (zero: lowest compared OMol25 entry of this formula, charge and spin) at 24.1 kcal/mol.

=====

Question: Look up the charge of the second one.
Answer: 0